Entry 1:
Below is a cluster of 2 separate species, C2H7N in total, with properties calculated with ωB97M-V with the def2-TZVPD basis set.

## Properties
DFT total energy   -3675.3214 eV
HOMO energy   -9.57 eV
Largest force on an atom   3.51 eV/A
SMILES   C=N.C
Energy relative to the best compared isomer or geometry (same formula, charge and spin)   2.161 eV

Structure (ORCA input):
```
! RIJCOSX wB97M-V def2-TZVPD def2/J DEFGRID3
* xyz 0 1
H 3.6858 -1.5207 -1.3364
H -1.9117 0.2833 2.0266
H -2.4519 -0.1153 0.5674
C -2.7994 0.5885 1.4820
H 2.6881 -0.1323 -0.1411
C 2.9581 -0.6550 -1.1121
H -2.6173 1.6321 1.3385
H 1.9238 -0.4528 -2.8809
N 2.2256 -0.0417 -2.0037
H -3.7012 0.4140 2.0598
*
```

***

Entry 2:
Below is a structure of composition C42H36NO9PReS, with properties calculated with ωB97M-V with the def2-TZVPD basis set.

## Properties
DFT total energy   -86297.9834 eV
HOMO energy (alpha / beta)   -13.74 / -13.80 eV
Largest force on an atom   1.00 eV/A
Energy relative to the best compared isomer or geometry (same formula, charge and spin)   0.371 eV

Structure (ORCA input):
```
! RIJCOSX wB97M-V def2-TZVPD def2/J DEFGRID3
* xyz 2 2
C -2.5676 3.1055 -1.8079
C 1.5680 -4.6469 0.7973
C 2.9712 -1.9691 1.8280
H -3.5593 -1.5308 -2.7923
H -1.3791 -2.9846 1.0028
C -0.1864 2.6221 -5.1717
O 1.0407 -0.6535 -2.0404
H -2.2379 -5.2376 0.5721
C 1.0741 -5.9216 0.5571
C 1.0000 -5.6272 -4.1136
C -0.4772 -0.5815 3.3050
O -0.0943 0.6938 1.2616
H 2.6321 -4.5164 0.9184
C -1.5189 2.3155 -5.4148
O 3.4769 -0.0059 -0.8283
C -1.0837 -0.5707 4.5619
H -4.5681 2.8399 -2.5417
H 0.8917 -3.1836 -1.7788
C 0.3021 0.2884 -4.8608
C 2.6214 0.3567 -0.0497
C 5.2579 -2.5405 1.3063
C 0.7226 1.6122 -4.9039
C 3.3985 -1.4135 3.0340
C -0.6836 -3.7969 0.8457
C -0.8269 0.5664 2.4384
H 4.7550 0.9077 1.8311
C -0.2906 -6.1335 0.4606
C -3.6600 2.3546 -2.2146
H 2.6906 -0.9667 3.7157
C -1.9401 0.9955 -5.3815
O -1.1829 -1.4653 -0.9447
C -1.4332 2.4304 -1.3759
C 1.2438 -3.7429 -2.6371
H 2.4757 -5.8020 -5.6591
C -1.0339 -0.0148 -5.0927
H 0.1321 -3.4668 5.7957
H 1.1772 -3.5226 3.5853
C 1.2651 -0.8378 -4.6089
C 3.1156 -2.0839 -2.9823
H -1.3291 -1.5702 6.4341
C 2.3697 -3.3316 -3.3455
H -1.7318 0.2567 4.8130
C 5.6719 -1.9993 2.5146
H -2.5910 4.1836 -1.8092
H 0.5579 4.7651 -0.4415
C 4.2151 1.6044 1.1917
O 2.8597 1.1135 1.0198
C 2.1261 -5.2260 -4.8156
N -1.3553 1.1089 -1.3312
H 0.1512 3.6470 -5.2200
O -2.8559 -1.9494 -2.2699
H 2.0346 -0.9171 -5.3828
C 2.8045 -4.0779 -4.4360
H 6.7175 -2.0226 2.7872
H -0.3106 -5.1954 -2.4711
H -2.2184 3.1022 -5.6576
H 4.1204 2.5727 1.6766
H -0.6722 -7.1297 0.2883
C -0.1646 3.1020 -0.9412
H 1.7612 -6.7497 0.4628
C 0.6927 -3.5710 0.9229
C 0.5526 -2.6806 3.8536
H 3.6095 -2.9462 0.0209
C -1.1713 -5.0699 0.6128
C 3.9170 -2.5197 0.9642
C -2.1086 -1.0699 -1.6355
H 3.9602 -1.9051 -3.6535
C -0.8597 -1.5940 5.4619
H 1.7635 1.8620 -4.7455
S 2.1932 -0.5510 -3.1070
H 5.9786 -2.9815 0.6319
H 0.7582 -1.7987 -4.5226
Re 0.6319 -0.1547 -0.1872
C -3.5714 0.9684 -2.2022
H -4.4202 0.3725 -2.5081
H -2.9684 0.7490 -5.6087
C -2.3913 0.3963 -1.7533
H -1.3523 -1.0501 -5.0951
C 4.7435 -1.4305 3.3728
H 3.6763 -3.7634 -4.9941
O -0.3031 4.3927 -0.7082
P 1.2229 -1.8877 1.3521
O 0.8614 2.4775 -0.8358
H 5.0615 -1.0059 4.3137
H 0.4684 -6.5184 -4.4106
C 0.3572 -1.6434 2.9412
H 4.7097 1.6915 0.2280
C 0.5615 -4.8837 -3.0263
H 3.5040 -2.0490 -1.9659
O -1.6817 1.3703 2.6403
C -0.0411 -2.6551 5.1046
*
```

***

Entry 3:
Below is a structure of composition C2HO2Pb, with properties calculated with ωB97M-V with the def2-TZVPD basis set.

## Properties
DFT total energy   -11429.3265 eV
HOMO energy   -3.21 eV
Largest force on an atom   5.07 eV/A

Structure (ORCA input):
```
! RIJCOSX wB97M-V def2-TZVPD def2/J DEFGRID3
* xyz -1 1
H 0.9726 -3.4912 0.8771
O -1.7651 2.6069 0.7202
C 0.8446 -2.4950 0.5009
O 0.3909 -0.2436 -0.4039
Pb -0.5544 1.5347 -0.2348
C 0.6591 -1.4191 -0.0527
*
```

***

Entry 4:
Below is a structure of composition C21H23ClInN7O10Se, with properties calculated with ωB97M-V with the def2-TZVPD basis set.

## Properties
DFT total energy   -136092.3348 eV
HOMO energy   -8.58 eV
Largest force on an atom   0.60 eV/A
Energy relative to the best compared isomer or geometry (same formula, charge and spin)   0.363 eV

Structure (ORCA input):
```
! RIJCOSX wB97M-V def2-TZVPD def2/J DEFGRID3
* xyz 0 1
Cl 3.9241 5.9465 2.8453
H 2.9322 1.2153 -3.2252
H 5.0945 1.2901 1.3303
H -2.9921 -1.6245 -3.0721
O 3.4834 -2.5353 1.2443
O 0.3584 -7.3606 3.4573
H 2.7194 -4.4284 2.5594
N -2.3243 -4.1105 0.8659
H -4.7232 -1.8967 -2.8735
O 3.3828 2.7931 -2.0795
N -4.0043 -0.2409 -1.8581
C 3.0943 4.7418 -0.8624
C 1.8751 0.9644 -1.4228
C 3.5291 3.4230 -0.8653
N -1.7475 -0.1567 -1.1754
O 1.1660 1.7800 -0.7591
In -0.0190 0.0410 0.0595
H 4.6453 3.2656 2.3061
H -1.2275 -6.0029 2.2377
C -0.5163 -5.2233 2.0185
O 1.5817 -0.2702 -1.4498
H -6.0586 -0.3303 -1.4261
C -3.8118 -1.6007 -2.3571
H -5.0056 -0.8669 -0.0950
C -4.1314 2.5211 -1.9583
H -1.6155 2.4472 0.0200
H -2.0711 3.6496 -1.1798
C 3.1077 1.4170 -2.1710
H 5.4136 1.2722 -0.3974
C -1.8240 2.6019 -1.0395
N 2.3245 -2.1992 1.3064
H -3.6228 -2.3237 -1.5581
H -1.8939 -1.1624 -1.1094
C 3.2116 5.5360 0.2617
O -3.0032 -5.0791 1.1635
H 3.9362 0.7887 -1.8521
H -0.9315 2.3798 -1.6196
N -2.9578 1.7969 -1.4795
C 4.2036 3.6745 1.4040
O 1.9674 -1.0218 1.2538
N 1.2002 -6.5138 3.2234
Se -0.5391 0.7340 2.4560
C -2.3288 0.7592 2.0305
H 2.6545 5.1305 -1.7733
C 1.7029 -4.3386 2.2096
C 4.1033 2.8627 0.2732
C 4.6420 1.4521 0.3540
H -4.6852 2.9638 -1.1276
C 1.3053 -3.2242 1.5139
O 2.3642 -6.5720 3.5790
H -5.1552 0.8518 -0.4549
H 2.8689 6.5630 0.2585
C 0.7857 -5.3307 2.4619
C -0.0107 -3.0488 0.9730
C -0.9102 -4.1229 1.2950
C 3.7673 4.9848 1.4035
N -3.4442 0.7972 1.7255
H 3.8697 0.6917 0.2342
O -2.7452 -3.1719 0.2125
H -3.8063 3.3208 -2.6237
C -2.8666 0.4625 -1.4928
H -4.7832 1.8523 -2.5066
O -0.3375 -2.0762 0.2304
C -5.1214 -0.1387 -0.9028
*
```

***

Entry 5:
Below is the ion C9H10BrO3 with charge -1, with properties calculated with ωB97M-V with the def2-TZVPD basis set.

## Properties
DFT total energy   -85680.5256 eV
HOMO energy   -4.19 eV
Largest force on an atom   4.46 eV/A
SMILES   CC1=CC=C(Br)[C@@](O)(C(=O)[O-])[C@@H]1C

Structure (ORCA input):
```
! RIJCOSX wB97M-V def2-TZVPD def2/J DEFGRID3
* xyz -1 1
C 0.1991 -0.5850 1.6991
H 2.3082 -1.6322 -1.9147
H 0.1436 -0.9322 -2.5836
C -1.6646 0.6452 -1.0020
C 0.3459 0.5245 0.5688
Br 4.3644 -0.8090 -0.0362
O 2.4507 1.1113 1.6736
C 1.8519 -0.9635 -1.3001
H 0.6543 -1.4619 1.3683
O 1.9542 3.1613 0.1723
H -2.5427 0.2784 -0.5630
C 1.9128 2.0751 -0.4675
C 1.8422 0.8073 0.4538
H -1.6281 1.6642 -0.9106
H -0.1757 1.3796 0.8344
H 2.6685 2.1017 1.6268
H -1.8778 0.4705 -2.0738
C 0.4574 -0.6402 -1.6201
C -0.2115 0.1254 -0.7585
H -0.9146 -0.6986 1.8961
O 1.9726 1.8800 -1.6926
C 2.5645 -0.3029 -0.3634
H 0.6902 -0.0619 2.6077
*
```